# C11H17N2

An isolated ion of composition C11H17N2 and charge +1 in a non-equilibrium geometry (the ωB97M-V functional and the def2-TZVPD basis, the OMol25 dataset).

Cartesian coordinates (Å):
C  2.606  -1.614  1.389
C  1.323  -0.935  0.917
N  1.191  0.356  1.055
C  2.084  1.111  1.967
C  -0.094  0.654  0.418
C  -0.513  -0.521  -0.149
N  0.441  -1.476  0.144
C  0.435  -2.866  -0.373
C  -1.575  -0.498  -1.033
C  -2.294  0.821  -1.240
C  -1.768  1.431  -2.534
C  -2.185  1.755  -0.070
C  -0.800  1.815  0.493
H  2.692  -1.287  2.338
H  3.416  -1.294  0.632
H  2.428  -2.688  1.447
H  1.610  2.042  2.319
H  2.144  0.396  2.826
H  3.052  1.375  1.449
H  -0.451  -3.349  -0.153
H  1.306  -3.476  0.009
H  0.578  -2.759  -1.527
H  -1.671  -1.287  -1.757
H  -3.403  0.660  -1.463
H  -0.672  1.468  -2.491
H  -2.172  2.366  -2.573
H  -1.905  0.889  -3.557
H  -2.761  1.411  0.751
H  -2.588  2.897  -0.354
H  -0.453  2.603  1.121

Total charge ... +1
Energy relative to the best compared isomer or geometry (same formula, charge and spin) ... 228.2 kJ/mol
SMILES string ... Cc1n(C)c2c([n+]1C)=C[C@H](C)CC=2
Spin multiplicity ... 1

***

# C11H17N3O4S

A single C11H17N3O4S molecule in a non-equilibrium geometry (the ωB97M-V functional and the def2-TZVPD basis, the OMol25 dataset).

Cartesian coordinates (Å):
C  5.001  -0.133  0.541
C  3.725  0.686  0.672
O  2.743  0.282  -0.287
C  1.996  -0.780  0.017
O  2.097  -1.413  1.033
C  1.015  -1.062  -1.112
C  0.142  -2.294  -0.829
C  -0.795  -2.136  0.370
C  -2.021  -1.371  0.043
N  -2.477  -1.142  -1.125
N  -3.616  -0.453  -1.168
C  -4.075  -0.146  -0.004
N  -5.248  0.486  0.218
S  -3.055  -0.712  1.327
C  0.201  0.199  -1.387
O  -0.042  0.624  -2.480
O  -0.168  0.790  -0.251
C  -0.934  1.991  -0.388
C  -1.182  2.560  0.996
H  4.798  -1.176  0.773
H  5.747  0.243  1.235
H  5.389  -0.064  -0.472
H  3.305  0.577  1.676
H  3.910  1.741  0.456
H  1.597  -1.249  -2.021
H  -0.451  -2.513  -1.717
H  0.814  -3.130  -0.632
H  -0.272  -1.656  1.198
H  -1.100  -3.130  0.713
H  -5.393  0.929  1.108
H  -5.679  0.911  -0.586
H  -1.871  1.750  -0.904
H  -0.375  2.692  -1.017
H  -1.775  3.467  0.916
H  -0.237  2.794  1.478
H  -1.713  1.838  1.610

Energy relative to the best compared isomer or geometry (same formula, charge and spin) ... 47.6 kJ/mol
SMILES string ... CCOC(=O)C(CCc1nnc(N)s1)C(=O)OCC
Spin multiplicity ... 1

***

Listing gap between HOMO and LUMO for the structures above in their given order: 0.2876 0.3378 Ha.